Record 1
{"formula": "C4H10N2", "method": "ωB97M-V with the def2-TZVPD basis set", "homo_ev": [-5.850, -7.504], "orbital_gap_ev": [6.7, 8.4], "total_charge": 0, "max_force_ev_per_a": 2.0, "de_lowest_kcal_mol": 156.45, "species": ["H", "H", "H", "H", "H", "C", "N", "H", "C", "H", "C", "H", "C", "H", "H", "N"], "positions_angstrom": [[1.5035, -0.4248, -1.3501], [1.2503, 1.3313, -1.5441], [0.9618, -2.5227, 0.0267], [-1.7469, -1.6304, 0.8242], [0.1329, 0.1704, -2.3081], [-0.0579, 0.4302, -0.2257], [0.1467, -2.4751, 0.6222], [-1.1450, -1.7975, -0.8709], [0.7534, 0.3672, -1.4303], [0.6241, 2.9536, 1.3567], [-0.8834, -1.6635, 0.1715], [-0.4952, 3.2907, 0.2274], [-0.6362, 0.7324, 0.8094], [-1.1845, 0.8293, 1.7163], [0.4021, -2.3654, 1.5941], [0.3743, 2.7742, 0.3808]], "lowdin_charge": [0.0784, 0.0721, 0.0716, 0.0660, 0.0862, -0.2372, -0.0165, 0.0668, -0.0859, -0.0501, -0.1705, -0.0465, 0.0647, 0.0614, 0.0800, -0.0405]}

=====

Record 2
{"formula": "C6H10O", "method": "ωB97M-V with the def2-TZVPD basis set", "homo_ev": [-7.495, -8.009], "orbital_gap_ev": [6.7, 7.6], "total_charge": 0, "max_force_ev_per_a": 1.4, "de_lowest_kcal_mol": 109.79, "species": ["H", "H", "H", "C", "C", "H", "H", "O", "H", "H", "C", "C", "C", "H", "H", "C", "H"], "positions_angstrom": [[-1.1967, -1.7869, -0.9815], [0.3612, 2.7180, -0.0391], [-1.2021, -2.2828, 0.7900], [-0.9709, -0.1822, 0.3832], [0.4273, 1.6390, -0.1503], [-1.7091, 1.6310, -0.4896], [-2.4208, -1.0901, 0.2159], [0.8670, -1.0833, -0.8381], [-1.0725, 0.0710, 1.4558], [1.4129, -0.8535, 1.1161], [-0.8607, 0.9338, -0.5569], [1.6921, -0.5337, 0.0792], [1.5643, 0.9854, 0.1053], [2.7655, -0.7959, -0.0184], [2.4443, 1.5713, 0.3601], [-1.3857, -1.5004, 0.0494], [-0.7712, 0.5113, -1.5556]], "lowdin_charge": [0.0968, 0.0968, 0.1077, -0.0684, -0.1011, 0.1304, 0.1330, -0.2227, 0.1517, 0.1046, -0.1855, -0.4267, -0.0704, 0.1053, 0.0990, -0.0753, 0.1248]}

=====

Record 3
{"formula": "C51H92BBrN5O23S", "method": "ωB97M-V with the def2-TZVPD basis set", "homo_ev": -11.165, "orbital_gap_ev": 6.6, "total_charge": 1, "max_force_ev_per_a": 5.2, "species": ["H", "O", "C", "H", "H", "O", "H", "H", "H", "H", "O", "C", "H", "C", "C", "H", "C", "H", "C", "C", "C", "N", "H", "C", "H", "O", "H", "C", "O", "O", "H", "H", "C", "H", "S", "H", "C", "C", "H", "O", "H", "C", "H", "H", "C", "H", "H", "H", "O", "H", "H", "H", "H", "H", "H", "H", "O", "H", "H", "O", "H", "H", "C", "O", "H", "C", "O", "C", "H", "H", "C", "C", "N", "H", "H", "O", "C", "Br", "O", "O", "N", "H", "C", "H", "C", "H", "H", "C", "H", "H", "H", "H", "O", "C", "H", "H", "C", "H", "C", "C", "H", "O", "H", "H", "H", "H", "H", "H", "C", "C", "C", "C", "H", "C", "H", "C", "H", "H", "C", "H", "H", "H", "H", "C", "C", "H", "H", "H", "O", "H", "H", "H", "H", "H", "C", "C", "H", "H", "C", "H", "N", "B", "C", "H", "H", "H", "H", "H", "H", "O", "C", "C", "H", "H", "C", "O", "H", "H", "N", "H", "H", "H", "C", "C", "O", "C", "C", "H", "C", "O", "O", "C", "C", "H"], "positions_angstrom": [[4.1519, -1.4200, 0.9459], [8.9981, 0.6164, -8.1833], [-0.2026, -0.0072, -0.9855], [0.6271, 2.6765, 2.8310], [3.6162, -4.4819, 10.0201], [2.8983, -4.1976, -0.8458], [-0.4482, -5.1150, 1.1748], [5.7556, 0.1060, -3.8958], [-6.5745, 2.7546, -1.8934], [5.8912, -3.5711, 8.1736], [4.5340, 2.5148, -5.9005], [4.0907, -1.1388, 4.4861], [1.4904, 1.9664, 0.1465], [5.5563, 1.1375, -4.2007], [2.7975, 2.5395, 2.2271], [-14.1353, 3.2172, 5.4994], [9.1061, 2.0261, -9.9674], [3.3509, 1.4004, 5.9485], [-11.8969, 1.6018, 5.1813], [-6.6017, 3.0729, -3.0422], [1.1528, 1.2701, -2.6961], [2.1118, -1.7915, -1.0352], [-0.7930, 1.0309, -1.0510], [1.8975, -7.3870, 3.1434], [5.2082, 1.0203, 5.7125], [5.8873, -6.2161, 7.4677], [1.6931, -2.9445, 2.2621], [5.1545, 0.4355, -6.5886], [7.4691, 1.8312, -6.9910], [0.6264, -7.5875, 3.7348], [2.9573, -1.2504, -3.8886], [-10.1018, 0.5210, 1.9859], [4.6344, 1.1904, -5.4027], [-11.3376, 0.4082, 0.7069], [-1.6384, -1.2735, -1.0277], [-0.2878, 3.6279, -3.0266], [0.8100, -7.5104, 5.0873], [4.2657, 0.7651, 6.3652], [1.5538, -2.3370, -4.1542], [-2.9239, 3.5849, 0.2375], [-6.4079, 4.2240, -3.1292], [-9.4142, 1.1357, 0.0230], [-0.3510, 0.7090, -4.3831], [4.4702, -1.5634, 6.8038], [-3.4550, 3.4105, -1.0100], [0.4481, -3.8321, -2.7089], [-11.5355, 2.1578, 6.0532], [10.8518, -0.9236, -9.4908], [-9.5030, 2.0634, 2.8078], [-8.9575, 3.0238, 0.9773], [2.2544, 1.1671, -3.0835], [-3.6722, 7.5989, -0.0396], [4.8432, -7.5856, 4.9487], [4.5447, -2.9965, 10.1297], [5.0787, -1.7979, 4.4056], [-8.3578, 0.8624, 0.1332], [-9.3083, 3.1347, -1.0617], [2.8954, -3.0696, 4.5739], [2.7518, -0.9446, 6.3393], [7.4241, -6.9585, 8.9929], [3.1712, 2.7406, 3.3256], [4.4405, 0.9488, 7.5220], [-0.1470, -4.3373, -1.8123], [4.0467, 3.3362, -7.9798], [-3.1303, 2.0455, -6.2088], [6.5457, -6.1812, 8.6653], [-3.9825, 4.5783, -1.4866], [2.8359, -7.8554, 4.2143], [2.0054, -6.3244, 2.8996], [4.8364, -0.6112, -6.5849], [2.1306, -0.8406, 0.1229], [-13.3938, 3.5919, 4.7877], [2.6631, 3.9056, 1.5230], [6.2445, 0.4760, -6.6908], [-1.9039, 5.3599, 0.1794], [-10.7786, 1.1204, 4.4578], [0.2468, 1.6580, -4.0485], [-0.5726, -1.2733, 1.5662], [-0.0913, -7.4438, 5.9035], [6.0870, -5.1583, 9.4479], [0.6344, -0.0549, -2.2200], [3.2374, -0.1883, 2.0146], [3.0663, -1.1907, 1.3946], [-0.2737, 2.0130, 0.7987], [-4.0049, 5.4857, -0.3965], [4.0992, -6.1020, 4.3777], [-7.6671, 2.8296, -3.4862], [0.6541, -0.1237, 0.4574], [-4.8490, 1.5052, -3.1565], [3.4856, 4.5141, 1.8159], [-12.7372, 4.3040, 5.2996], [4.1988, -0.0936, 3.9710], [-11.5218, 2.9649, 3.3970], [9.3310, 0.6006, -9.5620], [1.0582, 1.2455, 4.2889], [-1.5885, 2.2956, -2.7205], [-10.5102, 2.0502, 3.4923], [3.6286, 0.8544, -5.1230], [-9.6224, 2.6077, 0.2147], [-4.4111, 3.2070, -4.6560], [-4.6626, 7.2344, -1.4693], [1.2826, 0.7597, 3.4318], [3.4193, -3.2239, 8.7733], [-1.2784, -3.9919, -1.9431], [6.5086, 1.6370, -4.4103], [0.6939, -6.0407, -0.0055], [11.0740, 0.2520, -10.8047], [-0.9714, 3.1058, -5.7988], [4.1410, -3.7287, 9.4222], [2.7781, -2.0105, 4.0333], [0.5320, -4.9854, 0.5065], [8.1095, 1.6407, -8.0091], [-2.3918, -0.9557, -2.1845], [-5.4506, 2.2018, -3.8819], [-4.9759, 5.3921, 0.1047], [-2.8902, 4.9816, 0.4696], [-13.9149, 4.1560, 4.0068], [3.5420, 1.9224, 1.5684], [-12.5977, 2.4592, 4.1710], [3.9091, -5.9031, 7.8959], [2.8999, 3.6689, 0.5125], [8.6354, -0.0761, -10.0728], [-3.0575, 5.2000, 1.5283], [0.7634, 1.4339, 0.9311], [2.7122, -2.3669, 2.4202], [2.9597, -8.9449, 4.1907], [-4.0141, 4.0702, -3.9445], [-13.2390, 1.8606, 3.5128], [-3.4576, 2.3551, -1.6177], [-10.0480, -0.7803, 0.7769], [5.1059, 1.6694, -3.3558], [-3.0244, 1.3552, -4.3615], [0.9978, 2.1746, -1.9634], [-6.0211, 1.5552, -4.6903], [1.5982, -1.1897, -2.3171], [-3.0526, 2.3176, -5.0507], [2.7027, 0.1097, -0.3521], [4.6746, -7.3107, 3.2012], [4.7893, -5.3294, 7.5854], [4.5794, -4.8472, 6.6262], [0.4080, -3.8384, -0.4914], [1.7608, -3.2069, -0.8022], [-9.5594, 2.1404, -1.9657], [-1.9784, 4.4258, -4.7950], [-10.6561, 2.8763, 0.4585], [1.9917, -7.9739, 2.2250], [0.8993, 2.0313, -4.9445], [8.8234, 2.1172, -11.0203], [-2.9271, 6.9812, -1.5359], [4.5731, 1.1293, -7.6778], [3.8941, -0.8132, 6.1150], [1.3087, 1.7919, 2.4007], [-0.1463, -5.4997, -1.9415], [1.4549, -4.8576, 1.2479], [-10.2733, 0.2802, 0.9326], [-9.7786, 0.9474, -1.3349], [-12.5211, 0.7709, 5.5230], [-4.8854, 3.6899, -5.6173], [2.0424, -1.6468, -3.5427], [1.7462, -1.5870, 4.4592], [3.5399, -3.2209, 2.2841], [11.4505, 0.6834, -9.1170], [4.3563, 2.4101, -7.2521], [10.7586, 0.1329, -9.7640], [-9.5856, 2.2960, -3.1733], [-1.7129, 3.2749, -4.8891], [-3.8001, 6.9082, -0.8782], [3.3417, -4.2478, 0.0548], [4.1894, -7.1744, 4.1722], [2.1402, -7.5166, 5.4031], [8.0365, 2.4226, -9.1281], [5.2645, -4.3532, 8.6189], [-0.8866, 2.7586, -3.5373], [9.9640, 2.6785, -9.7712]], "lowdin_charge": [0.1509, 0.0938, -0.5390, 0.1628, 0.0971, 0.0355, 0.1233, 0.0883, 0.0832, 0.1552, 0.0857, -0.2020, 0.1109, -0.0169, -0.2182, 0.0946, -0.1078, 0.0744, -0.1070, -0.1107, -0.1411, 0.1629, 0.1202, -0.1235, 0.0802, 0.0551, 0.0743, -0.1314, 0.1165, 0.0652, 0.1331, 0.0531, -0.3614, 0.1003, 0.6360, 0.1105, -0.5030, -0.1432, 0.1398, 0.0579, 0.0791, -0.3324, 0.1195, 0.0945, -0.4880, 0.0890, 0.1454, 0.0887, 0.0892, 0.1278, 0.1183, 0.0941, 0.0905, 0.0898, 0.1269, 0.1649, 0.0561, 0.1167, 0.0989, 0.1439, 0.1271, 0.0886, -0.1052, 0.1438, 0.1153, -0.5018, 0.0675, -0.3439, 0.1179, 0.1390, -0.2127, -0.0177, -0.0499, 0.1034, 0.1427, 0.0775, -0.1530, 0.7613, 0.1435, 0.0914, -0.0493, 0.1008, -0.1298, 0.1462, -0.3416, 0.0758, 0.0607, -0.5567, 0.0781, 0.0858, 0.0951, 0.0901, 0.0949, -0.3489, 0.1298, 0.0810, -0.4938, 0.1256, -0.1263, -0.2112, 0.0924, -0.1289, 0.0821, 0.0832, 0.0935, 0.1071, 0.0948, 0.1073, -0.0197, -0.2107, -0.1085, -0.4681, -0.0908, -0.2417, 0.1667, -0.1119, 0.0904, 0.1101, -0.3466, 0.1473, 0.0642, 0.1632, 0.1460, -0.1292, -0.2184, 0.1662, 0.0927, 0.1643, 0.0920, 0.0921, 0.0766, 0.1027, 0.1278, 0.1161, -0.1490, -0.2008, 0.1693, 0.0932, -0.1235, 0.1268, -0.1444, -0.5393, -0.5178, 0.1167, 0.1434, 0.1462, 0.1151, 0.1482, 0.0940, 0.0709, -0.2552, -0.3247, 0.1111, 0.0691, -0.0151, 0.0906, 0.1477, 0.1210, 0.1494, 0.1164, 0.1167, 0.0952, -0.5080, -0.0191, 0.1041, -0.1873, -0.0140, 0.1009, -0.0136, 0.0834, 0.0839, -0.3571, -0.2045, 0.1458]}

=====

Record 4
{"formula": "C9H5AsF3MoN3O9S2", "method": "ωB97M-V with the def2-TZVPD basis set", "homo_ev": -17.257, "orbital_gap_ev": 6.8, "total_charge": 2, "max_force_ev_per_a": 0.4, "de_lowest_kcal_mol": 7.58, "species": ["O", "C", "C", "C", "N", "O", "C", "O", "C", "S", "C", "F", "C", "O", "S", "O", "H", "H", "C", "N", "Mo", "O", "F", "O", "F", "O", "C", "H", "O", "H", "As", "H", "N"], "positions_angstrom": [[-2.5057, 3.8241, -0.2247], [-0.8948, -1.6664, -2.7455], [-1.8905, 3.2292, 4.7251], [-1.5041, 2.8178, 3.4602], [5.5638, -0.4300, -2.4794], [-0.3966, 2.6209, 0.3607], [-2.0381, 3.4755, 2.3257], [-3.2359, -0.6017, -1.9085], [-3.2601, 4.9640, 3.7764], [-1.9261, 2.9176, 0.6745], [-2.7783, 4.3015, 4.8794], [0.3877, -1.5612, -2.4093], [4.5572, -0.2209, -1.9634], [-2.3591, 1.4838, 0.6499], [-1.8626, -0.4864, -1.6650], [-1.3858, -0.8966, -0.2163], [-3.9336, 5.8023, 3.8899], [-1.5021, 2.7282, 5.6048], [2.3872, 0.2244, -0.8630], [1.2859, 0.4489, -0.3035], [-0.3841, 0.6879, 0.3285], [1.3115, 2.3150, 2.9501], [-1.0789, -1.2965, -3.9840], [-1.1717, 0.8312, -1.7263], [-1.3342, -2.8734, -2.5146], [-0.2917, 0.4217, 2.0162], [-2.9049, 4.5408, 2.4914], [-3.3248, 5.0311, 1.6237], [0.0826, 0.6475, 4.9249], [2.1248, 2.0804, 3.4297], [-0.0781, 1.5792, 3.6502], [-3.0723, 4.6045, 5.8752], [3.4061, 0.0164, -1.3761]], "lowdin_charge": [-0.1402, -0.6787, -0.0442, -0.2422, 0.2866, -0.4122, -0.2614, -0.1151, 0.0167, 0.6819, 0.0135, 0.1568, -0.1792, -0.3760, 0.7246, -0.3974, 0.1399, 0.1247, -0.0916, -0.0658, 1.9473, -0.1950, 0.2269, -0.3697, 0.2279, -0.4625, 0.0053, 0.1355, -0.2992, 0.1009, 1.1329, 0.1394, 0.2691]}

=====

Record 5
{"formula": "ClH5N2Si", "method": "ωB97M-V with the def2-TZVPD basis set", "homo_ev": -8.759, "orbital_gap_ev": 9.3, "total_charge": 0, "max_force_ev_per_a": 4.1, "de_lowest_kcal_mol": 59.71, "species": ["Si", "N", "H", "H", "H", "N", "H", "H", "Cl"], "positions_angstrom": [[0.3875, -0.8002, -0.0064], [-1.6785, 0.1205, 1.1908], [0.1860, -2.1576, -0.4206], [0.8416, 0.5211, -2.1116], [-1.1444, 0.9495, 1.3884], [0.7981, 0.4170, -1.1454], [-2.1278, 0.3162, 0.2972], [1.0391, 1.3580, -0.6921], [1.6982, -0.7246, 1.4997]], "lowdin_charge": [0.1976, -0.1227, -0.0754, -0.0068, -0.1130, -0.1484, -0.0956, 0.0720, 0.2924]}